Computed, not measured: C2H18N4O7Pt as an isolated structure, with ωB97M-V with the def2-TZVPD basis set.

Geometry (Å):
Pt: 13.28 6.90 -2.67
C: 14.13 3.62 -3.09
O: 13.95 4.82 -2.77
N: 13.37 2.99 -3.99
N: 15.16 2.96 -2.69
H: 13.50 2.00 -4.11
H: 12.60 3.50 -4.40
H: 15.77 3.45 -2.06
H: 15.66 2.41 -3.38
C: 12.32 5.72 -5.86
O: 12.58 6.26 -4.77
N: 11.21 5.11 -6.08
N: 13.16 5.63 -6.81
H: 10.43 5.08 -5.44
H: 11.09 4.79 -7.04
H: 12.90 5.04 -7.58
H: 13.90 6.32 -6.78
O: 12.04 8.52 -1.74
H: 11.99 9.47 -1.59
H: 11.45 8.14 -1.09
O: 13.41 8.78 -4.08
H: 13.78 8.53 -4.93
H: 12.98 9.62 -4.24
O: 14.27 7.34 -0.83
H: 14.83 8.07 -0.58
H: 14.05 6.92 0.00
O: 11.40 5.89 -2.09
H: 11.21 4.96 -2.00
H: 10.72 6.33 -1.57
O: 15.46 7.19 -3.43
H: 15.87 7.96 -3.83
H: 16.14 6.51 -3.48

Values from the calculation:
- net charge = +2
- M (g/mol) = 405.3
- HOMO-LUMO gap (spin up / spin down) (eV) = 9.97 / 9.01
- HOMO energy (spin up / spin down) (eV) = -15.84 / -15.53
- multiplicity = 3